ORCA calculation (ωB97M-V/def2-TZVPD) on a molecular structure, C40H34Br2GeN3O2PS5Tc.

Positions of all 89 atoms, in Å:
Tc 0.89731 -0.60880 -0.75278
S 1.56603 -1.02327 -8.53842
C 1.94519 -1.06664 -6.89828
S 2.89030 -2.29037 -6.15415
C 2.88250 -1.71189 -4.48917
C 2.15005 -0.57178 -4.31931
S 1.83096 0.41094 -2.88788
S 1.41490 0.09531 -5.75823
S 3.78704 -2.65752 -3.36951
Br 5.46550 -2.58857 0.64076
C 3.86440 -2.51364 1.65559
C 3.88160 -2.86379 2.99715
C 2.71595 -2.77772 3.73596
Br 2.78707 -3.29566 5.57433
C 1.49663 -2.33358 3.19421
C 0.25135 -2.24006 3.87133
C -0.85791 -1.79734 3.13267
C -0.73434 -1.41892 1.82491
N 0.45422 -1.45237 1.16598
C 1.53752 -1.94813 1.83721
C 2.69820 -2.06360 1.03901
O 2.61481 -1.72509 -0.20725
H 4.79915 -3.20487 3.45654
H 0.16903 -2.53003 4.90735
H -1.83488 -1.72780 3.59382
H -1.58153 -1.05365 1.25844
N 4.21278 0.76620 -0.55880
C 3.41792 0.83978 0.51147
N 4.02591 0.96363 1.73308
O 2.17431 0.85324 0.48651
H 5.15399 0.43600 -0.42138
H 3.76312 0.46936 -1.42735
H 4.93012 0.52636 1.83594
H 3.37660 0.77628 2.48240
C -0.35095 0.50336 -0.68960
Ge -0.98070 2.12026 0.17637
C 0.14644 2.56409 1.70796
C 0.14507 1.75018 2.83351
C 1.05930 1.94660 3.85261
C 1.98654 2.97257 3.75680
C 1.99161 3.79821 2.64659
C 1.08024 3.59006 1.62728
C -2.82619 1.95447 0.84610
C -3.78786 1.22524 0.15783
C -5.08755 1.13172 0.62098
C -5.45164 1.77157 1.79337
C -4.50998 2.50640 2.49142
C -3.21110 2.59392 2.01836
C -0.95905 3.60706 -1.08787
C -1.61551 4.79556 -0.79240
C -1.59146 5.85847 -1.67821
C -0.90767 5.73966 -2.87748
C -0.25373 4.56124 -3.18319
C -0.27754 3.49814 -2.29345
H -0.54748 0.92694 2.91148
H 1.05980 1.28034 4.70491
H 2.71632 3.11926 4.54362
H 2.72830 4.58771 2.55978
H 1.11286 4.22151 0.74987
H -3.52256 0.72963 -0.76164
H -5.81970 0.55708 0.06736
H -6.46722 1.69420 2.16339
H -4.78406 3.00780 3.41028
H -2.47851 3.15481 2.58375
H -2.15926 4.89475 0.13788
H -2.10790 6.77834 -1.43426
H -0.88796 6.56794 -3.57458
H 0.28213 4.45810 -4.11778
H 0.23879 2.58582 -2.54941
C 0.98465 -3.83671 -1.78873
P -0.12316 -2.40440 -1.80869
C -0.61903 -2.26936 -3.55180
C -1.67868 -3.00115 -1.05100
C -2.72745 -2.10839 -0.90478
C -3.92886 -2.50213 -0.35493
C -4.09894 -3.81201 0.07294
C -3.05753 -4.71326 -0.06032
C -1.85651 -4.31100 -0.62239
H 0.58536 -4.65799 -2.38690
H 1.15796 -4.15507 -0.76284
H 1.94328 -3.50661 -2.19993
H -1.17976 -3.15398 -3.85077
H 0.27409 -2.17227 -4.15624
H -1.22443 -1.37763 -3.69602
H -2.57631 -1.07990 -1.20408
H -4.72550 -1.78413 -0.23847
H -5.03284 -4.12082 0.51852
H -3.17268 -5.73439 0.28270
H -1.05134 -5.02380 -0.71007

Total energy in eV: -312866.14685
Max |F| in hartree/bohr: 0.0313
2S+1: 2
Total charge: -2
M in g mol⁻¹: 1110.46
⟨S²⟩: 0.769
Gap between HOMO and LUMO (spin up / spin down) in eV: 4.069 / 5.192
E_LUMO (spin up / spin down) in eV: 3.858 / 3.855
HOMO energy (spin up / spin down) in eV: -0.2 / -1.3
ΔE to the lowest compared entry with this formula, charge and spin in kJ/mol: 0.0


ORCA calculation (ωB97M-V/def2-TZVPD) on a molecular structure, C40H34Cl3FN6O9SSn.

Positions of all 95 atoms, in Å:
Sn 0.49002 0.85181 -0.82704
O 5.71688 2.99077 2.47356
C 4.60510 2.56788 1.82729
C 3.43457 2.23469 2.50624
C 2.33216 1.85448 1.76441
N 2.38952 1.78072 0.43936
C 3.50818 2.07598 -0.21549
C 4.65045 2.48312 0.43974
C 3.42191 1.94187 -1.73731
O 4.43724 2.15089 -2.38836
O 2.26067 1.61646 -2.15992
C 0.93945 1.58742 2.35252
O 0.63360 2.23745 3.36234
O 0.23740 0.77091 1.68966
H 5.52214 3.08609 3.41180
H 3.37088 2.27662 3.58624
H 5.54590 2.72228 -0.11676
F 0.04726 -6.42327 -0.02892
C -0.66972 -5.74234 -0.96332
C -0.38369 -4.42408 -1.18931
C -1.06143 -3.72276 -2.17965
C -0.69706 -2.30600 -2.43770
O 0.34272 -1.86317 -1.96736
C -1.63226 -1.59157 -3.28188
C -2.53849 -2.29869 -3.98304
N -2.70968 -3.66465 -3.91380
C -3.56524 -4.32678 -4.86111
C -3.42866 -3.96370 -6.30497
C -2.94247 -5.29772 -5.82347
C -2.03994 -4.37516 -2.94363
C -2.32869 -5.71812 -2.67960
C -1.65235 -6.41378 -1.69267
N -2.00078 -7.78618 -1.47674
C -1.77171 -8.37388 -0.17125
C -2.65563 -9.60118 -0.02179
N -2.32288 -10.56405 -1.12928
C -2.50644 -9.92937 -2.47911
C -1.62285 -8.69711 -2.54258
C -1.67810 -0.05648 -3.44115
O -2.04940 0.34440 -4.54508
O -1.43027 0.60639 -2.39228
H 0.38942 -3.91374 -0.62725
H -3.19246 -1.77931 -4.67129
H -4.56280 -4.54754 -4.49424
H -2.68543 -3.22196 -6.56498
H -4.33175 -3.91923 -6.89689
H -1.87132 -5.43752 -5.75032
H -3.49802 -6.18718 -6.09255
H -3.11038 -6.22283 -3.23331
H -2.03401 -7.66041 0.60545
H -0.72262 -8.66594 -0.00980
H -3.70695 -9.33864 -0.11603
H -2.48213 -10.09959 0.92998
H -2.88094 -11.41228 -1.04966
H -1.34045 -10.82812 -1.03113
H -3.55228 -9.64374 -2.56486
H -2.25400 -10.65848 -3.24652
H -1.75052 -8.21252 -3.50709
H -0.56319 -9.00178 -2.46441
Cl 0.10902 5.77276 7.85689
C 0.20783 6.01441 6.14301
C -0.09660 4.97948 5.27953
C 0.00382 5.19161 3.91512
C 0.38392 6.42315 3.38317
C 0.40512 6.66074 1.88824
C -0.90849 6.24742 1.18639
N -1.10477 4.83609 0.91231
C -2.00538 4.00435 1.54560
C -1.80333 2.76306 1.03588
N -0.82553 2.82028 0.07524
C -0.42175 4.07145 0.02685
O 1.49239 6.09154 1.18600
C 2.52938 5.44936 1.91854
C 3.52460 6.46222 2.41742
C 4.02797 6.59251 3.67419
Cl 3.67924 5.62586 5.04525
S 5.14448 7.89790 3.81443
C 4.95066 8.28536 2.15423
C 4.07388 7.45305 1.54439
C 0.71695 7.43150 4.29100
Cl 1.27218 8.99043 3.75558
C 0.63064 7.24034 5.66069
H -0.37497 4.00364 5.65357
H -0.18970 4.34831 3.26485
H 0.46083 7.73445 1.71641
H -0.94462 6.77846 0.23525
H -1.73812 6.58408 1.80479
H -2.68042 4.37436 2.29862
H -2.27892 1.83262 1.29492
H 0.35173 4.45682 -0.61768
H 3.01857 4.81577 1.17680
H 2.15202 4.80901 2.71751
H 5.49562 9.11429 1.73032
H 3.79566 7.51659 0.50096
H 0.89759 8.03735 6.34008

Total energy in eV: -126350.83279
Max |F| in hartree/bohr: 0.0112
2S+1: 1
M in g mol⁻¹: 1018.88
Gap between HOMO and LUMO in eV: 4.537
E_LUMO in eV: -1.992
HOMO energy in eV: -6.5
ΔE to the lowest compared entry with this formula, charge and spin in kJ/mol: 192.9


ORCA calculation (ωB97M-V/def2-TZVPD) on 6 unconnected molecules or ions with the total composition C40H34F3NO25.

Positions of all 103 atoms, in Å:
C -2.88531 4.22290 6.41124
C -2.15891 3.72559 5.14913
C -1.15617 2.54828 5.38784
C 0.22922 2.88706 4.84197
F 0.99479 1.82305 4.70727
F 0.17899 3.46066 3.66634
F 0.79474 3.77658 5.67488
C -1.66015 1.41125 4.40872
O -1.69498 1.41634 3.25656
O -2.13594 0.31966 5.10566
C -2.25705 0.55495 6.49586
O -1.61564 -0.54339 7.12247
C -3.69553 0.78184 6.99156
C -4.63765 1.24051 5.85000
C -5.86260 1.99298 6.40934
N -6.16988 3.28975 5.88498
O -6.54461 1.49637 7.22756
C -1.21287 1.70763 6.66375
O -1.08949 2.31617 7.93376
H -2.20815 4.78833 7.06216
H -3.30674 3.41790 7.01865
H -3.67037 4.92729 6.10867
H -1.62450 4.58709 4.73166
H -2.87430 3.42317 4.37708
H -1.73962 -0.38343 8.07135
H -4.07470 -0.17062 7.37640
H -3.64476 1.49192 7.82683
H -4.96051 0.33520 5.32411
H -4.15368 1.89795 5.12200
H -5.86076 3.36248 4.91753
H -5.66224 3.99515 6.41286
H -0.28027 1.12328 6.58474
H -0.17102 2.26875 8.21551
C 5.66686 3.14062 3.77639
C 4.45909 3.57120 4.15973
C 3.64657 4.49624 3.30508
O 2.54674 4.83775 3.69601
C 4.22001 4.94540 2.04207
C 5.42884 4.51793 1.65971
C 6.22921 3.57036 2.50307
O 7.31746 3.19474 2.10243
O 5.98501 4.90909 0.51272
O 3.90965 3.20373 5.31820
H 6.26088 2.47147 4.38309
H 3.63214 5.62574 1.44229
H 6.84936 4.45914 0.46809
H 3.03992 3.64924 5.35430
C 7.72606 -1.19836 0.08524
C 7.44766 0.11020 0.02485
C 6.13933 0.61151 -0.50972
O 5.93123 1.81163 -0.52338
C 5.17418 -0.36773 -0.99411
C 5.45464 -1.67470 -0.93688
C 6.75139 -2.17796 -0.37768
O 6.94278 -3.37920 -0.33460
O 4.60030 -2.60294 -1.37145
O 8.30669 1.03965 0.43418
H 8.66422 -1.57198 0.47059
H 4.24159 0.00636 -1.39284
H 5.04055 -3.46151 -1.21640
H 7.85945 1.89606 0.28858
C -3.13882 1.80488 -0.14512
C -2.73039 1.67978 -1.41518
C -3.18618 2.62954 -2.48237
O -2.77260 2.48301 -3.61734
C -4.11627 3.68994 -2.10667
C -4.52408 3.81029 -0.83877
C -4.04806 2.87727 0.23334
O -4.44169 3.04916 1.37516
O -5.37574 4.76515 -0.45481
O -1.90137 0.71234 -1.80014
H -2.81571 1.12851 0.63479
H -4.45183 4.35832 -2.88722
H -5.50534 4.63276 0.50412
H -1.75913 0.83911 -2.75837
C 0.00882 -2.18119 -5.14271
C 0.08634 -3.12424 -6.08958
C -1.13962 -3.66962 -6.75298
O -0.99920 -4.51170 -7.62203
C -2.43757 -3.17135 -6.32527
C -2.51632 -2.23097 -5.37580
C -1.28774 -1.66290 -4.72990
O -1.41834 -0.79664 -3.88453
O -3.68348 -1.74837 -4.95407
O 1.25084 -3.62977 -6.49397
H 0.88574 -1.77726 -4.65678
H -3.31454 -3.58740 -6.80126
H -3.46767 -1.08411 -4.27083
H 1.03589 -4.29375 -7.17977
C -1.52952 -8.28818 -10.53626
C -1.16595 -7.42901 -9.57220
C 0.06581 -7.67157 -8.73784
O 0.38172 -6.86643 -7.88374
C 0.83744 -8.88555 -8.99268
C 0.46414 -9.73672 -9.95342
C -0.74309 -9.48403 -10.80056
O -1.02331 -10.28679 -11.67312
O 1.14304 -10.85684 -10.21351
O -1.88252 -6.33298 -9.32323
H -2.40814 -8.12872 -11.14524
H 1.70907 -9.05802 -8.37698
H 0.66734 -11.28903 -10.94953
H -1.45504 -5.83398 -8.58672

Total energy in eV: -102859.08580
Max |F| in hartree/bohr: 0.0706
2S+1: 1
M in g mol⁻¹: 985.69
Gap between HOMO and LUMO in eV: 7.552
E_LUMO in eV: -1.942
Structure (SMILES): CC[C@]1(C(F)(F)F)C(=O)O[C@](O)(CCC(N)=O)[C@@H]1O.O=C1C=C(O)C(=O)C=C1O.O=C1C=C(O)C(=O)C=C1O.O=C1C=C(O)C(=O)C=C1O.O=C1C=C(O)C(=O)C=C1O.O=C1C=C(O)C(=O)C=C1O
HOMO energy in eV: -9.5
ΔE to the lowest compared entry with this formula, charge and spin in kJ/mol: 0.0